This record from the Open Molecules 2025 dataset describes a structure of composition C41H42N2O2PSeSn. The level of theory is the ωB97M-V functional and the def2-TZVPD basis.

Properties
- total charge = +1
- electronic energy (hartree) = -4804.3298
- E_LUMO (eV) = -3.0
- HOMO-LUMO gap (eV) = 7.768

Each line ends with the Mulliken charge.
Cartesian coordinates (Å):
Sn  -0.05284  0.43763  -0.24249  1.095
C  -1.92644  2.29306  -0.91602  -0.312
C  -0.72191  3.00515  -0.81514  -0.552
C  0.17605  2.50238  -1.78608  -0.677
C  -0.48210  1.46553  -2.49697  -0.462
C  -1.78996  1.33381  -1.94785  -1.039
H  -2.82781  2.49222  -0.35651  0.521
H  -0.54065  3.84826  -0.16590  0.502
H  1.14407  2.91420  -2.02985  0.588
H  -0.11330  0.97303  -3.38571  0.613
H  -2.58799  0.73322  -2.36211  0.785
O  -2.21745  -1.92283  -0.34540  -0.556
N  -0.84776  -2.04326  -0.58570  0.503
C  -0.46485  -3.23283  -0.35638  -1.187
C  0.87128  -3.80538  -0.57846  1.012
C  0.88534  -5.20160  -0.54680  -0.759
C  2.03215  -5.92177  -0.82794  -0.934
C  3.19863  -5.24510  -1.14080  -0.709
C  3.20871  -3.85857  -1.14178  -0.730
C  2.06605  -3.11903  -0.85708  0.743
P  2.21633  -1.28956  -0.80541  0.963
C  2.71222  -0.85900  -2.50363  0.693
C  3.43743  0.31151  -2.73395  -0.543
C  3.69105  0.73020  -4.03149  -0.825
C  3.20753  -0.00210  -5.10791  -0.579
C  2.47414  -1.15857  -4.88474  -0.781
C  2.22284  -1.58583  -3.58835  -0.693
C  3.68602  -0.95755  0.21517  0.249
C  3.46407  -0.49663  1.51077  0.267
C  4.52670  -0.25385  2.36996  -0.957
C  5.82562  -0.45441  1.92942  -0.835
C  6.05916  -0.88132  0.62693  -0.867
C  4.99926  -1.12841  -0.22906  0.047
H  -2.48030  -1.11467  -0.80794  0.356
H  -1.23044  -3.93848  -0.03613  0.257
H  -0.02938  -5.72959  -0.30509  0.429
H  2.01178  -7.00295  -0.80549  0.427
H  4.10208  -5.79169  -1.37646  0.463
H  4.13415  -3.34674  -1.36504  0.272
H  3.81352  0.88972  -1.89801  0.516
H  4.26883  1.62947  -4.20233  0.437
H  3.40070  0.33084  -6.11920  0.419
H  2.09726  -1.73194  -5.72195  0.446
H  1.65303  -2.49233  -3.42130  0.426
H  2.44931  -0.34074  1.86340  0.036
H  4.33408  0.08637  3.37923  0.525
H  6.65775  -0.26299  2.59429  0.428
H  7.07377  -1.01767  0.27534  0.451
H  5.20117  -1.41940  -1.25228  0.429
Se  -2.00770  0.23906  2.58232  -0.060
C  -2.97368  -0.65827  3.96540  0.619
C  -4.24434  -1.08520  3.60425  -0.511
C  -5.06068  -1.61655  4.59376  -0.477
N  -4.68304  -1.75312  5.86052  -0.612
C  -3.46436  -1.32992  6.18816  -0.481
C  -2.57321  -0.75918  5.29058  -0.254
H  -4.59006  -1.01410  2.58036  0.376
H  -6.05891  -1.96210  4.34936  0.378
H  -3.18558  -1.43915  7.23061  0.402
H  -1.61121  -0.40461  5.62595  0.476
C  1.47810  -2.99091  2.69240  -0.957
C  0.47630  -2.82429  3.83875  0.365
C  -0.93415  -3.15554  3.34894  -1.168
C  0.70345  -1.47797  4.52205  0.715
C  1.36043  -1.49989  5.74877  -1.262
C  1.71350  -0.32918  6.39614  -1.487
C  1.46240  0.88304  5.77845  -1.043
C  0.83160  0.97227  4.53508  0.024
C  0.80345  2.36273  3.90194  0.526
C  -0.55425  2.97159  3.53588  -1.434
C  1.75339  2.43325  2.70465  -1.121
C  0.41005  -0.22990  3.95471  1.492
O  -0.24333  -0.26751  2.72701  0.039
H  1.43377  -4.00586  2.29092  0.624
H  2.50060  -2.79655  3.02058  0.404
H  1.23705  -2.29490  1.88395  -0.356
H  0.72345  -3.57129  4.59620  0.792
H  -1.27541  -2.46080  2.58086  -0.268
H  -1.65675  -3.15600  4.16414  0.334
H  -0.92827  -4.15872  2.91404  0.577
H  1.59305  -2.45676  6.20051  0.476
H  2.21543  -0.36177  7.35409  0.423
H  1.76724  1.79891  6.26974  0.427
H  1.22294  3.01618  4.66745  0.605
H  -0.87448  2.68527  2.53312  0.078
H  -0.46993  4.06001  3.55080  0.517
H  -1.33331  2.68831  4.24239  0.308
H  1.40440  1.79018  1.89219  -0.133
H  2.76284  2.12156  2.97559  0.208
H  1.80188  3.45540  2.32340  0.541